# 1
This record from OMol25 describes 12 unconnected molecules or ions with the total composition C6H37NO12. The level of theory is ωB97M-V with the def2-TZVPD basis set.

Last column: natural (NBO) charge in e.
Geometry (Å):
C  -2.1923  -2.1789  1.9206  -0.67
C  -2.5918  -1.0465  0.9631  -0.21
N  -1.5718  -0.1486  0.4107  -0.68
C  -0.7024  -0.6814  -0.6495  -0.08
C  -0.6960  0.3969  -1.7775  -0.67
C  0.7461  -0.8136  -0.0963  0.15
C  1.6950  -1.5312  -1.0619  -0.65
O  1.3770  0.4396  0.0777  -0.80
H  -2.0615  -3.0988  1.3241  0.22
H  -1.3891  -1.9853  2.6010  0.22
H  -3.0679  -2.4085  2.5339  0.23
H  -3.4359  -0.3930  1.2805  0.21
H  -3.0023  -1.4166  -0.0111  0.18
H  -0.9599  0.3616  1.0334  0.36
H  -1.0695  -1.6199  -1.0996  0.18
H  -1.6413  0.9246  -1.7219  0.23
H  -0.5595  -0.0849  -2.7589  0.22
H  0.0136  1.1703  -1.4697  0.25
H  0.6258  -1.4390  0.8057  0.14
H  1.2960  -2.4728  -1.4232  0.19
H  2.6665  -1.8538  -0.6953  0.21
H  1.8044  -0.7873  -1.8774  0.23
H  1.5366  0.6239  1.0208  0.51
O  -1.4281  3.1100  -2.6703  -0.99
H  -1.4929  3.5439  -1.8203  0.50
H  -0.5779  2.9242  -3.0787  0.50
O  3.3193  1.9286  1.0602  -0.99
H  2.9070  1.5369  0.2776  0.51
H  4.0350  1.4398  1.4620  0.50
O  0.2912  0.8575  3.7785  -0.96
H  0.0377  1.6477  3.2538  0.50
H  1.1620  1.0396  4.1426  0.48
O  0.7584  2.9515  1.9955  -1.00
H  1.6348  2.6018  1.7369  0.52
H  0.7828  3.4614  2.8036  0.49
O  0.3764  -3.8737  0.7317  -0.94
H  0.4556  -4.0658  -0.2120  0.48
H  0.0098  -2.9765  0.7233  0.47
O  -1.7276  -2.1656  -3.9433  -0.94
H  -2.3636  -1.4253  -3.9119  0.49
H  -1.5975  -2.3056  -2.9990  0.44
O  -3.5210  0.0189  -3.2029  -0.95
H  -3.2239  -0.3286  -2.3568  0.47
H  -2.9012  0.7198  -3.4833  0.50
O  1.4225  2.2880  -2.9980  -0.94
H  2.3619  2.1765  -3.2124  0.48
H  1.4959  3.1051  -2.4795  0.47
O  -1.9098  2.9440  0.9938  -0.98
H  -1.9920  2.1099  0.5054  0.48
H  -0.9498  2.9753  1.1628  0.48
O  2.3125  -0.4032  2.5156  -1.00
H  1.4043  -0.1885  2.8321  0.49
H  2.3560  -1.3675  2.6156  0.49
O  2.9080  -3.1614  1.7134  -0.95
H  1.9786  -3.4393  1.7827  0.49
H  2.7972  -2.4163  1.0962  0.46

Cartesian forces, eV/Å:
-1.7 -0.5 -1.0
-0.4 1.2 -1.4
0.4 -0.4 -0.2
0.5 1.9 -0.7
-0.2 -0.8 0.8
0.5 -1.7 -0.9
-0.7 0.2 -0.8
-0.8 0.5 1.0
0.5 0.3 0.5
0.7 0.3 0.1
0.1 0.0 0.1
0.7 -0.5 0.6
0.0 -0.5 1.0
-0.4 -0.2 0.7
0.1 0.0 0.7
-0.2 -0.3 -0.3
0.4 0.7 0.2
0.1 -0.4 -0.7
0.5 1.0 0.3
-0.4 0.0 -0.5
0.2 0.7 0.4
0.3 -0.8 0.1
0.0 -0.7 -0.3
-1.4 -0.2 -1.1
0.9 0.0 0.1
0.3 0.4 0.8
-0.6 1.6 0.1
0.8 -0.6 0.1
-0.1 -0.7 -0.4
-0.6 0.1 -0.2
0.4 -0.6 0.3
0.0 0.3 0.2
-0.4 -0.4 -0.6
0.2 0.5 0.5
0.6 0.3 0.1
-0.3 0.2 -0.3
0.2 -0.3 0.2
-0.2 -0.5 0.2
-0.2 0.4 0.4
0.0 -0.2 -0.4
0.2 -0.3 -0.1
0.1 0.1 -0.7
0.1 0.5 0.1
-0.3 -0.3 0.6
0.9 0.7 0.2
-0.3 -0.4 -0.3
-0.4 -0.1 0.0
0.5 -0.3 -0.3
-0.3 0.0 0.0
-0.3 0.2 0.0
-0.7 -0.3 0.4
0.5 0.0 0.0
0.4 0.0 0.0
-0.5 0.8 0.0
0.3 -0.6 -0.1
0.5 -0.4 0.1

Calculated values
E_HOMO: -9.128 eV
Molar mass: 315.357 g/mol
Frontier orbital gap: 9.1 eV
Relative energy (zero: lowest compared OMol25 entry of this formula, charge and spin): 317.0 kJ/mol
Net charge: 0

=====

# 2
This record from OMol25 describes a single C6H5NO molecule. The level of theory is ωB97M-V with the def2-TZVPD basis set.

Last column: natural (NBO) charge in e.
Geometry (Å):
C  1.9981  -0.2065  -0.1598  -0.23
C  1.2962  1.0258  0.0344  -0.32
C  -0.0101  0.6615  0.2504  0.11
C  -1.5098  0.9783  0.0594  -0.31
C  -2.1750  -0.1847  0.0433  0.11
O  -1.4100  -1.1800  -0.0964  -0.28
N  -0.0807  -0.5864  0.4098  -0.05
C  1.0813  -1.2772  0.1439  -0.15
H  3.1698  -0.3352  -0.1688  0.23
H  1.6770  1.8783  -0.1056  0.20
H  -2.0366  2.0148  -0.1020  0.24
H  -3.0919  -0.3676  -0.3266  0.21
H  1.0916  -2.4214  0.0181  0.24

Cartesian forces, eV/Å:
1.1 -2.2 1.9
-2.2 -6.5 0.2
-3.7 5.5 -0.9
-0.2 4.0 0.5
1.0 4.7 -1.0
5.4 -3.4 2.3
-0.8 -8.7 -1.3
1.5 -0.1 -1.3
-2.7 0.3 -0.3
2.6 6.6 -0.9
1.4 -2.3 0.6
-3.5 -0.4 -0.5
0.1 2.3 0.5

Calculated values
E_HOMO: -7.815 eV
Molar mass: 107.112 g/mol
Frontier orbital gap: 8.7 eV
Relative energy (zero: lowest compared OMol25 entry of this formula, charge and spin): 392.5 kJ/mol
Net charge: 0

=====

# 3
This record from OMol25 describes 2 unconnected molecules or ions with the total composition C2H5N2. The level of theory is ωB97M-V with the def2-TZVPD basis set.

Last column: natural (NBO) charge in e.
Geometry (Å):
C  0.3162  -0.1210  0.0929  0.50
C  -1.0823  -0.7615  0.2108  -0.20
N  -0.7528  0.5991  0.0016  -0.23
N  1.5887  -0.0975  0.1867  -0.67
H  -1.6412  -1.2872  -0.5672  0.27
H  -1.1098  -1.0373  1.3071  0.26
H  -0.9155  2.8084  0.7863  0.16
H  2.0037  -1.0029  0.2057  0.45
H  2.0449  0.7962  0.0467  0.46

Cartesian forces, eV/Å:
-2.5 0.3 -0.2
1.2 -0.7 2.1
0.6 1.9 -1.0
-0.6 0.0 -0.2
0.1 0.1 0.4
-0.6 -0.5 -1.2
0.0 -0.7 -0.2
1.2 -0.3 -0.1
0.6 -0.2 0.3

Calculated values
E_HOMO (spin up / spin down): -16.171 / -15.219 eV
Molar mass: 57.076 g/mol
Frontier orbital gap (spin up / spin down): 11.8 / 7.0 eV
Relative energy (zero: lowest compared OMol25 entry of this formula, charge and spin): 527.0 kJ/mol
Net charge: +1